Entry 1:
72
Properties=species:S:1:pos:R:3 method="wB97M-V/def2-TZVPD" total_charge=+3 e_above_lowest_ev=0.000 lumo_ev="-9.3836 / -9.2322" homo_lumo_gap_ev="7.69 / 7.84" e_tot_ha=-3107.8836 multiplicity=4
Er 0.2636 0.0661 -0.3401
P -0.2864 -1.6571 1.8869
P 2.6386 0.8953 0.3616
P 0.7014 -2.3414 -1.7815
H -2.9420 1.6853 -1.9366
C -3.2005 0.6451 -2.1366
C -3.5124 -0.1817 -1.1326
H -3.5879 0.2067 -0.1119
C -0.8570 -0.9076 3.4515
C 1.2679 -2.3918 2.5253
C -1.4040 -3.1106 1.8867
C 3.4104 2.3181 -0.4551
C 2.4853 1.3079 2.1322
C 3.9519 -0.3553 0.2410
C -0.9900 -3.0389 -2.0530
C 1.4247 -3.6870 -0.7782
C 1.5267 -2.6359 -3.4009
H -3.1183 0.3513 -3.1805
H -3.6967 -1.2514 -1.2377
H -1.8977 -0.5797 3.3635
H -0.2376 -0.0445 3.7138
H -0.7727 -1.6696 4.2373
H 1.9935 -1.6030 2.7572
H 1.7057 -3.0733 1.7894
H 1.0216 -2.9389 3.4442
H -2.3920 -2.8167 1.5128
H -1.5115 -3.4630 2.9204
H -1.0230 -3.9231 1.2608
H 4.4240 2.4509 -0.0665
H 2.8418 3.2340 -0.2622
H 3.4771 2.1603 -1.5388
H 3.4086 1.7778 2.4973
H 2.2808 0.4194 2.7500
H 1.6568 2.0158 2.2880
H 4.9301 0.1416 0.2403
H 3.8308 -0.8971 -0.7091
H 3.8902 -1.0732 1.0684
H -0.9809 -3.6982 -2.9285
H -1.7167 -2.2300 -2.2262
H -1.3179 -3.5976 -1.1654
H 1.6682 -4.5530 -1.4048
H 0.7354 -4.0246 0.0025
H 2.3416 -3.3365 -0.2927
H 1.2989 -3.6197 -3.8031
H 2.6139 -2.5396 -3.2952
H 1.1920 -1.9129 -4.1446
C 0.3977 1.8766 -3.1981
C 1.3483 2.8387 -3.5244
C 1.9402 2.7200 -4.7902
C 1.5232 1.7300 -5.6826
C 0.4834 0.8556 -5.3612
C -0.1056 0.9242 -4.0779
O 0.1159 1.6148 -1.8216
H 0.4677 2.3363 -1.2304
H 1.6951 3.5957 -2.8159
H 2.7292 3.4151 -5.0739
H 2.0194 1.6266 -6.6586
H 0.1162 0.1202 -6.0776
H -0.8679 0.2070 -3.7666
N -1.0106 1.4104 0.8345
C -1.7966 1.8144 1.6249
C -2.5563 2.1597 2.7535
C -2.0323 3.0851 3.6845
C -2.7067 3.2821 4.8925
C -3.8780 2.5571 5.1720
C -4.4137 1.6725 4.2317
C -3.7515 1.4550 3.0251
H -1.0994 3.5989 3.4461
H -2.3014 4.0031 5.5967
H -4.3733 2.6971 6.1338
H -5.3444 1.1434 4.4415
H -4.1351 0.7378 2.2933



Entry 2:
8
Properties=species:S:1:pos:R:3 method="wB97M-V/def2-TZVPD" total_charge=-1 e_above_lowest_ev=3.737 lumo_ev=3.2564 homo_lumo_gap_ev=6.79 e_tot_ha=-1705.4963 smiles=[O-]P1#S#P1OSO
O -2.0457 -1.9282 -1.6912
P -1.7694 -0.8108 -0.7737
S 0.1940 -1.3343 0.1595
P 0.2654 -0.0663 -1.4338
O 0.6847 1.3589 -0.6633
S 1.6223 1.5161 0.6300
O 0.5274 1.1162 1.7776
H 0.5214 0.1483 1.9950



Entry 3:
21
Properties=species:S:1:pos:R:3 method="wB97M-V/def2-TZVPD" total_charge=-1 e_above_lowest_ev=1.765 lumo_ev="4.0890 / 4.0115" homo_lumo_gap_ev="5.77 / 5.01" e_tot_ha=-329.1326 multiplicity=2
C 2.4548 1.0902 -0.0739
C 1.4652 0.4706 0.9319
N 1.9857 -2.0825 -0.2623
C 0.6671 -1.4280 -0.5234
C 0.3272 -0.2478 0.2711
C -1.0084 0.1117 0.4624
C -2.1861 -0.1472 -0.2162
C -3.3212 0.8328 -0.0997
H 3.1403 1.7806 0.4206
H 1.9876 1.4707 -0.9893
H 3.0419 0.2471 -0.4538
H 1.0265 1.2222 1.5808
H 2.0535 -0.2904 1.4697
H 1.8296 -3.0899 -0.3403
H -0.2554 -2.0060 -0.6530
H 1.1707 -1.2125 -1.5256
H -1.1744 0.7777 1.3142
H -2.2476 -0.8687 -1.0177
H -3.7798 0.9119 0.8943
H -4.1319 0.5971 -0.7987
H -3.0454 1.8605 -0.3908